Record 1
Below is C35H50BEuF3N11O4S as an isolated structure in a non-equilibrium geometry, with properties calculated with wB97M-V/def2-TZVPD.

Values from the calculation:
- LUMO level (alpha / beta): 2.3 / 2.4 eV
- Net charge: -1
- E_tot: -100680.76156 eV
- 2S+1: 8
- ⟨S²⟩: 15.799
- HOMO energy (alpha / beta): -1.487 / -5.340 eV

Each line ends with the Mulliken charge.
Positions of all 106 atoms, in Å:
Eu 1.0550 1.1985 1.4556  1.3440
C 4.4167 -3.2679 -0.3484  -1.6341
C 3.2979 -2.4466 0.3364  1.8659
C 2.3081 -3.4164 1.1034  -1.0759
C 3.8100 -1.4156 1.3169  -0.0896
C 5.1509 -0.8976 1.5264  -1.0577
C 5.0299 -0.0197 2.5993  -0.6008
N 3.7236 -0.0561 3.0710  1.0019
N 2.9888 -0.8726 2.2408  -0.6011
B 3.2388 0.6209 4.3726  -0.3802
N 3.4221 2.2302 4.2337  0.3937
C 4.1418 3.0943 4.9801  -0.6517
C 3.8881 4.3658 4.5022  -1.2212
C 2.9881 4.1779 3.3787  -0.0340
N 2.6758 2.9005 3.2595  0.2375
C 2.5028 5.3497 2.5684  1.2471
C 1.8604 5.1077 1.1824  -0.9645
C 3.5698 6.4581 2.4933  -1.4898
N 1.7503 0.2648 4.6950  0.4463
C 1.1426 0.6971 5.8330  -0.4165
C -0.1420 0.1663 5.8930  -1.4130
C -0.2628 -0.6264 4.7088  0.0843
N 0.8625 -0.5310 3.9908  -0.2113
C -1.4659 -1.3695 4.2270  0.9147
C -1.1801 -1.9993 2.8926  -0.9228
C -2.6732 -0.4355 4.0905  -1.3004
H 4.0680 -3.9473 -1.2001  0.3306
H 5.1978 -2.6620 -0.8047  0.4059
H 4.8564 -3.9590 0.3770  0.3663
H 2.6595 -1.9242 -0.3917  -0.4791
H 2.8179 -4.1822 1.7093  0.3730
H 1.6681 -2.8718 1.8101  -0.0580
H 1.6893 -3.9981 0.4399  0.4278
H 5.9854 -1.0664 0.8352  0.2918
H 5.8284 0.4670 3.1293  0.4957
H 4.0110 0.3578 5.3073  -0.1752
H 4.8248 2.8221 5.7889  0.4184
H 4.2597 5.2918 4.8591  0.4548
H 1.6807 5.8548 3.1653  0.0274
H 2.5587 4.6467 0.4334  0.1250
H 0.9511 4.4716 1.1957  -0.0203
H 1.5573 6.0370 0.7333  0.4953
H 4.4516 6.1079 1.9372  0.3443
H 3.1224 7.3463 1.9781  0.3951
H 3.8929 6.8106 3.5176  0.2992
H 1.6286 1.3120 6.5446  0.5460
H -0.8659 0.2113 6.6756  0.4318
H -1.7521 -2.0957 4.9928  0.3363
H -1.0701 -1.2185 2.1213  -0.1424
H -0.2125 -2.5668 2.9377  0.1693
H -1.9750 -2.6772 2.5455  0.4923
H -2.3927 0.3966 3.3925  0.0812
H -3.5176 -0.9809 3.6628  0.4310
H -3.0749 0.0773 5.0012  0.3019
C -6.0535 -0.6839 -2.2429  -1.0225
C -5.2760 0.6265 -2.4094  -0.7281
N -3.8475 0.5578 -1.9926  0.2729
C -3.4600 1.4345 -1.0248  -0.2208
C -2.2156 1.3974 -0.4171  0.0645
C -1.8588 2.4481 0.5770  -0.2736
O -2.7684 3.1309 1.0770  -0.8032
O -0.6006 2.5940 0.8954  -0.2553
C -1.4032 0.2188 -0.6074  0.2495
O -0.4852 -0.2506 0.1608  -0.1673
C -1.7412 -0.5941 -1.7639  0.8275
C -0.7992 -1.5165 -2.2686  -0.8469
C -1.1501 -2.2824 -3.3777  1.1767
F -0.2493 -3.2492 -3.7072  -0.3964
C -2.3440 -2.1165 -4.1008  -1.2696
C -3.1939 -1.1213 -3.5897  -0.7560
C -2.9906 -0.4355 -2.4213  -0.1620
N -2.5807 -2.7888 -5.3007  0.6772
C -2.7079 -1.9492 -6.5132  -0.3848
C -3.5498 -2.6085 -7.5665  -1.7198
N -2.9304 -3.9863 -7.8302  -1.2039
C -2.9927 -4.8507 -6.5529  -1.9917
C -2.1655 -4.1691 -5.4827  -0.2639
H -7.1059 -0.5034 -2.1717  0.4315
H -5.7437 -1.2711 -1.3427  0.2680
H -5.9334 -1.3272 -3.1534  0.2527
H -5.7747 1.3701 -1.7828  0.4095
H -5.3569 1.0005 -3.4583  0.3043
H -4.2153 2.1497 -0.8454  0.5186
H 0.1697 -1.6941 -1.7535  0.2893
H -4.0649 -0.8965 -4.1875  0.3214
H -1.7224 -1.6202 -6.8498  0.2825
H -3.2973 -1.0770 -6.1643  0.2513
H -3.5710 -2.0731 -8.5322  0.6832
H -4.5877 -2.7773 -7.2172  0.2876
H -1.9403 -3.8527 -8.1610  0.5809
H -3.4028 -4.4590 -8.5791  1.4702
H -2.6819 -5.8712 -6.7862  0.6705
H -4.0777 -4.9157 -6.3141  0.2503
H -1.1185 -4.2519 -5.7749  0.4457
H -2.2616 -4.7020 -4.5118  0.3793
F 1.5630 -0.2683 -2.7649  -0.2571
C 1.5418 1.1532 -2.7568  0.0954
F 2.5164 1.6691 -3.5480  -0.2631
H 0.5533 1.3908 -3.2254  0.1025
N -0.2046 2.3677 3.5675  -0.4712
H -0.8315 1.9411 4.2599  0.1590
H -0.7496 3.1521 3.1155  0.3390
H 0.5819 2.7886 4.0759  0.2589
O 3.1873 2.0139 0.4603  -0.4400
S 3.2447 1.8851 -1.0232  0.0602
N 1.6994 1.5354 -1.4124  -0.1189

Cartesian forces, eV/Å:
Eu -0.5 -0.3 -0.6
C -0.6 -0.7 -0.9
C -1.0 -0.9 0.5
C 0.6 0.2 0.4
C 1.1 1.3 1.4
C -1.5 0.0 -0.5
C -1.0 -1.3 0.0
N 1.5 -0.3 -1.8
N 0.3 0.2 -0.5
B 0.6 0.8 0.1
N -1.2 -1.1 -0.6
C -0.4 0.6 -0.5
C -0.8 -1.0 -1.2
C 1.0 0.7 1.4
N 1.0 -0.7 0.6
C -1.5 1.1 0.1
C 0.6 -1.4 -0.4
C 0.0 0.6 0.3
N -1.0 0.2 0.5
C -1.0 -1.1 -0.6
C 0.9 -0.7 -0.9
C 1.1 1.3 0.6
N 0.1 0.5 0.1
C -0.5 0.4 0.5
C 0.8 -0.8 -0.7
C -0.3 1.4 -0.3
H -0.1 1.0 1.2
H 0.1 0.2 0.2
H 0.2 0.3 0.1
H 0.4 -0.1 -0.1
H 0.4 0.4 -0.1
H 0.2 0.0 -0.4
H -0.3 0.1 -0.6
H -0.3 0.1 0.8
H -0.1 0.4 0.1
H -0.5 -0.1 -0.4
H -0.5 -0.3 -0.4
H 0.4 0.4 0.2
H 0.6 -0.7 -0.3
H -0.4 0.2 0.8
H 0.5 0.3 0.2
H -0.2 0.6 0.0
H -0.2 0.2 0.1
H 0.5 -0.7 0.3
H -0.3 -0.4 -1.2
H 0.5 0.4 0.4
H -0.2 0.3 0.4
H 0.3 -0.3 -0.1
H 0.0 -0.4 0.2
H -0.9 0.4 -0.2
H 0.2 0.2 0.2
H -0.4 -0.7 0.3
H 0.1 0.1 -0.1
H 0.7 -0.6 -0.3
C 1.0 -1.2 -0.7
C 0.5 -0.1 -0.2
N -1.7 -0.3 0.1
C 1.5 0.1 0.2
C -0.4 -0.9 0.1
C -1.2 0.7 0.7
O 1.0 -0.3 -0.3
O 0.2 -0.6 -0.4
C -1.4 -0.3 -1.5
O 2.2 1.3 2.0
C 0.4 0.5 0.6
C -0.5 -0.8 0.4
C -0.1 0.4 0.6
F -0.1 -0.1 -0.5
C 2.2 0.0 1.2
C -1.1 -0.3 -0.9
C 1.4 0.2 -0.8
N -1.2 -0.3 -1.1
C -0.6 0.3 1.7
C 0.2 -1.1 -0.4
N 0.3 0.8 2.3
C -1.0 0.6 -0.5
C 0.0 0.0 0.5
H -0.7 0.3 0.1
H -0.1 0.6 -0.7
H 0.0 0.3 1.0
H 0.4 0.0 0.0
H 0.1 -0.3 0.6
H -0.1 1.0 0.6
H -1.1 0.2 -0.5
H -0.3 0.0 0.1
H 0.0 0.1 -0.4
H 0.6 -0.1 -0.4
H 0.1 -0.2 0.4
H 0.7 0.0 -0.2
H -0.1 -0.2 0.0
H -1.0 -0.9 -1.6
H 0.3 0.2 -0.2
H 0.8 0.2 0.0
H 0.3 0.0 0.0
H -0.1 0.3 -0.6
F 0.9 1.0 -1.0
C -1.8 -0.7 1.3
F 0.4 -0.5 -0.7
H 0.8 0.0 0.6
N -0.7 1.1 -0.2
H 0.4 0.1 -0.3
H 0.8 -1.2 0.5
H -0.5 -0.2 -0.1
O -0.8 -0.2 2.2
S -0.5 -0.2 -1.8
N 0.7 0.5 0.1

Record 2
Below is C29H33MnN4O4P as an isolated structure, with properties calculated with wB97M-V/def2-TZVPD.

Values from the calculation:
- LUMO level (alpha / beta): 0.3 / 0.2 eV
- E_tot: -85368.40959 eV
- 2S+1: 6
- ⟨S²⟩: 8.757
- HOMO energy (alpha / beta): -6.610 / -6.786 eV
- Energy above the lowest of the compared OMol25 structures with the same formula, charge and spin: 21.7 kcal per mole

Each line ends with the Mulliken charge.
Positions of all 72 atoms, in Å:
Mn 1.0038 -0.5726 -0.3570  0.5123
O 1.7240 -6.0964 1.6708  -0.5584
C 1.2289 -5.3454 2.6452  0.3207
O 0.9528 -5.7859 3.7324  -0.6113
C 1.0270 -3.8976 2.3510  0.1644
C 0.4806 -3.0192 3.2652  -0.4305
N 0.4193 -1.8173 2.6747  0.0641
N 0.8862 -1.8622 1.4267  -0.0621
C 1.2513 -3.1108 1.2088  0.0297
C 1.7937 -3.3982 -0.1515  0.8924
O 2.0851 -4.5519 -0.4483  -0.8869
O 1.9045 -2.3652 -0.9096  -0.2602
H 1.8981 -5.5604 0.8501  0.4180
H 0.1442 -3.1942 4.2735  0.5384
H 0.0345 -0.9522 3.0308  -0.0275
C 3.8495 0.0163 -1.0972  -1.2517
N 2.5558 0.4894 -1.6323  1.0196
C 2.5370 1.9480 -1.6965  -1.2926
C 2.3923 -0.0963 -2.9897  -1.0018
C 1.1519 0.4067 -3.7164  -1.3068
N -0.0395 0.3711 -2.8937  1.3008
C -1.0847 1.2414 -3.4042  -1.1525
C -0.5380 -0.9732 -2.6637  -2.5594
H 4.6751 0.2917 -1.7641  0.4380
H 3.8335 -1.0652 -0.9913  0.2542
H 4.0295 0.4778 -0.1247  0.3013
H 3.2621 2.3113 -2.4349  0.3051
H 2.7948 2.3591 -0.7204  0.4657
H 1.5373 2.2943 -1.9525  0.1968
H 2.4040 -1.1792 -2.8804  0.4885
H 3.2622 0.1806 -3.6001  0.4663
H 1.0462 -0.1711 -4.6497  0.3157
H 1.3074 1.4462 -4.0147  0.4839
H -1.3995 0.9512 -4.4191  0.3241
H -0.7346 2.2751 -3.4277  0.3166
H -1.9530 1.1937 -2.7487  0.3368
H -0.9691 -1.4122 -3.5812  0.6044
H -2.5680 -0.9040 -1.9931  0.5299
H 0.3185 -1.6197 -2.4426  0.4378
C 1.1145 1.3791 4.2950  -0.6205
C -0.2717 1.4142 4.1369  -0.7329
C -0.8354 1.4220 2.8686  -0.7696
C -0.0337 1.3869 1.7207  0.7176
C 1.3467 1.3952 1.9096  0.0655
C 1.9276 1.3790 3.1749  -0.7334
P -0.6516 1.3092 -0.0428  1.4163
C -1.8920 2.6747 0.0653  0.3610
C -3.1433 2.4812 -0.5063  -0.4496
C -4.0893 3.5003 -0.5076  -0.8046
C -3.7891 4.7278 0.0641  -0.5414
C -2.5392 4.9322 0.6397  -0.6529
C -1.5969 3.9128 0.6378  -0.4066
C -1.4987 -0.2024 -0.2813  1.1547
C -2.4286 -0.6351 0.7441  -1.1704
C -2.8721 -1.9073 0.8433  -0.8474
C -2.2607 -2.9150 -0.0118  -0.7357
C -1.5664 -2.5510 -1.0939  -0.9433
C -1.5778 -1.1001 -1.5410  0.8008
H 1.5504 1.3700 5.2858  0.3933
H -0.9149 1.4415 5.0080  0.4416
H -1.9124 1.4799 2.7702  0.2775
H 1.9998 1.4501 1.0420  -0.1177
H 3.0053 1.3769 3.2794  0.4756
H -3.3878 1.5091 -0.9220  0.1528
H -5.0629 3.3295 -0.9507  0.4225
H -4.5270 5.5204 0.0694  0.3803
H -2.3000 5.8861 1.0933  0.4054
H -0.6247 4.0858 1.0887  0.3848
H -2.7609 0.0839 1.4873  0.2048
H -3.5604 -2.1933 1.6285  0.4146
H -2.3135 -3.9606 0.2759  0.4822
H -1.0378 -3.2867 -1.6950  0.4511

Cartesian forces, eV/Å:
Mn -0.3 -0.2 -0.1
O -0.1 0.1 0.2
C 0.1 0.0 -0.1
O 0.0 0.0 0.0
C -0.2 -0.1 0.1
C 0.0 0.1 0.0
N 0.0 -0.1 0.0
N 0.0 0.4 0.3
C 0.1 0.0 0.0
C 0.1 0.2 -0.3
O 0.1 -0.1 0.0
O 0.0 -0.4 0.1
H 0.0 0.0 -0.1
H 0.0 0.0 0.0
H 0.0 0.0 0.0
C 0.0 0.2 0.0
N 0.2 -0.6 0.0
C -0.1 0.1 0.0
C 0.1 0.2 0.0
C 0.0 0.1 0.0
N -0.1 -0.1 -0.1
C 0.1 0.0 0.0
C 0.2 0.0 0.0
H 0.0 0.1 0.0
H 0.0 0.0 0.0
H 0.0 0.0 0.0
H 0.0 0.0 0.0
H 0.0 0.0 0.0
H 0.0 0.0 0.0
H 0.0 0.0 0.0
H 0.1 0.0 0.0
H 0.0 0.0 0.0
H 0.0 0.0 0.0
H 0.0 0.0 0.0
H 0.0 0.0 0.0
H 0.0 0.0 0.0
H -0.1 0.1 0.0
H 0.0 0.0 -0.1
H 0.0 0.0 0.1
C -0.1 0.0 0.0
C 0.1 0.0 0.0
C 0.0 0.0 0.0
C -0.2 -0.1 0.0
C 0.2 0.0 0.0
C -0.1 0.0 0.0
P -0.2 0.9 0.2
C 0.0 -0.1 0.0
C -0.2 0.0 0.0
C 0.0 0.0 0.0
C 0.0 0.0 0.0
C 0.0 -0.1 0.0
C 0.0 0.1 -0.1
C 0.5 -0.5 0.3
C 0.2 0.1 -0.2
C 0.1 -0.3 -0.1
C -0.1 0.0 0.3
C -0.1 0.1 0.0
C -0.3 0.2 0.0
H 0.0 0.0 0.0
H 0.0 0.0 0.0
H 0.0 0.0 0.0
H 0.0 0.0 0.0
H 0.0 0.0 0.0
H 0.0 0.0 0.0
H 0.0 0.0 0.0
H 0.0 0.0 0.0
H 0.0 0.0 0.0
H 0.0 0.0 0.0
H 0.0 0.0 -0.1
H 0.0 0.0 0.0
H 0.0 0.0 0.0
H 0.0 0.0 0.0

Record 3
Below is a single C4H7NS2 molecule in a non-equilibrium geometry, with properties calculated with wB97M-V/def2-TZVPD.

Values from the calculation:
- SMILES: C/C=C\S/C=N\S
- LUMO level: 0.7 eV
- E_tot: -27419.49844 eV
- 2S+1: 1
- HOMO energy: -8.263 eV
- Energy above the lowest of the compared OMol25 structures with the same formula, charge and spin: 54.1 kcal per mole

Each line ends with the Mulliken charge.
Positions of all 14 atoms, in Å:
C -2.0695 -1.1360 0.0852  -0.8900
C -1.8475 0.3885 -0.0388  -0.0534
C -0.6478 0.9124 -0.1549  -0.1360
S 0.6892 -0.0867 0.1933  -0.1169
C 1.9436 1.0803 0.2410  0.0763
N 3.2191 0.8394 0.0964  -0.3597
S 3.9177 -0.6848 -0.0701  -0.0995
H -2.7287 -1.5191 0.9239  0.2700
H -2.6977 -1.4922 -0.7167  0.2897
H -1.1303 -1.8217 0.1175  0.2387
H -2.8472 0.9479 -0.4138  0.2151
H -0.3389 2.0629 -0.3577  0.1540
H 1.6804 2.1268 0.1893  0.3313
H 2.8575 -1.6177 -0.0944  0.0803

Cartesian forces, eV/Å:
C 0.3 -1.2 1.2
C -3.6 -0.6 -1.8
C 0.6 3.6 0.1
S 1.1 -1.1 0.3
C 3.0 -0.3 -1.1
N -2.0 0.0 0.4
S -0.9 -0.5 0.1
H 1.0 1.1 -0.2
H 0.1 0.1 -0.9
H -1.5 1.5 -0.1
H 2.6 -1.0 1.2
H -1.3 -2.9 0.3
H -0.2 0.2 0.3
H 0.8 1.0 0.1

Look up the E_tot of the first one. -100680.76156 eV